{
  "formula": "C37H69F3NO12",
  "method": "ωB97M-V with the def2-TZVPD basis set",
  "elements": ["C", "C", "O", "C", "C", "C", "C", "C", "C", "F", "C", "F", "F", "C", "C", "C", "C", "N", "O", "C", "C", "C", "C", "H", "H", "H", "H", "H", "H", "H", "H", "H", "H", "H", "H", "H", "H", "H", "H", "H", "H", "H", "H", "H", "H", "H", "H", "H", "H", "H", "H", "H", "O", "C", "O", "C", "C", "C", "H", "H", "H", "H", "H", "H", "H", "H", "O", "C", "O", "C", "C", "C", "H", "H", "H", "H", "H", "H", "H", "H", "O", "C", "O", "C", "C", "C", "H", "H", "H", "H", "H", "H", "H", "H", "O", "C", "O", "C", "C", "C", "H", "H", "H", "H", "H", "H", "H", "H", "O", "C", "O", "C", "C", "C", "H", "H", "H", "H", "H", "H", "H", "H"],
  "coordinates": [[-0.54595, -1.86914, -3.88723], [-0.05645, -0.48098, -3.47812], [0.98448, -0.62548, -2.52607], [1.32967, 0.55300, -1.81541], [1.71725, 0.17471, -0.39269], [0.58042, -0.06483, 0.66230], [0.79026, 0.96565, 1.79438], [0.74794, 2.44857, 1.32125], [0.15901, 3.38427, 2.31681], [-1.13994, 3.75830, 2.09351], [0.81384, 3.95888, 3.43989], [0.70379, 3.51807, 4.68700], [1.37119, 5.17184, 3.44655], [-0.80504, -0.00890, 0.01835], [-2.00587, -0.54037, 0.82398], [-2.53940, 0.47259, 1.86270], [-3.12663, -0.83400, -0.19426], [-1.66886, -1.83391, 1.47301], [-2.64602, -2.38662, 2.07714], [-0.33665, -2.08290, 2.09054], [-0.12381, -3.60891, 2.14293], [-0.31805, -1.57542, 3.54651], [0.77189, -1.48830, 1.21445], [0.00320, -2.63241, -3.32979], [-0.42205, -2.04970, -4.95777], [-1.60333, -2.00964, -3.65952], [-0.87011, 0.10197, -3.02777], [0.31012, 0.07575, -4.35042], [2.18541, 1.03779, -2.30699], [0.49969, 1.26763, -1.84448], [2.41192, 0.93847, -0.02625], [2.30704, -0.74371, -0.48936], [1.78516, 0.77052, 2.21233], [0.08754, 0.81625, 2.61105], [0.20195, 2.54941, 0.37984], [1.77195, 2.79050, 1.13049], [-0.75787, -0.59268, -0.90506], [-1.07109, 1.01781, -0.26255], [-2.70270, 0.00312, 2.83248], [-3.50730, 0.86274, 1.53378], [-1.87993, 1.33088, 1.99478], [-3.26303, 0.05321, -0.82084], [-2.85638, -1.68563, -0.82410], [-4.05902, -1.08522, 0.31170], [-1.07648, -4.10693, 2.32284], [0.30288, -3.99105, 1.21175], [0.56168, -3.85573, 2.95712], [0.72219, -1.52220, 3.88069], [-0.82664, -2.29403, 4.19157], [-0.78821, -0.60131, 3.67704], [0.90901, -2.13682, 0.34052], [1.70768, -1.51337, 1.77651], [0.14102, 6.42911, -1.70833], [-0.36170, 7.04804, -0.81209], [0.18343, 8.23439, -0.47137], [-0.40501, 9.10360, 0.50122], [0.00532, 8.74226, 1.91345], [-1.52849, 6.50654, -0.02058], [-1.48876, 9.13184, 0.38430], [-0.02983, 10.09123, 0.23843], [-0.34888, 7.75046, 2.19510], [-0.40448, 9.46429, 2.62022], [1.09149, 8.74826, 2.00028], [-1.13704, 5.86866, 0.77148], [-2.12650, 5.89231, -0.68819], [-2.16763, 7.26345, 0.42491], [3.16452, -2.35541, 3.50303], [4.12968, -1.64197, 3.52930], [3.92253, -0.31715, 3.65982], [4.98423, 0.63014, 3.81905], [5.54884, 1.07880, 2.48792], [5.53127, -2.17011, 3.34178], [5.75432, 0.23417, 4.48154], [4.51812, 1.46738, 4.33573], [6.00905, 0.25252, 1.94538], [6.30406, 1.84986, 2.64089], [4.75476, 1.49002, 1.86407], [5.72597, -2.23879, 2.27159], [5.57168, -3.17134, 3.76206], [6.30748, -1.56395, 3.80022], [0.57513, -3.65486, 5.95350], [0.84224, -4.78820, 5.67292], [-0.15086, -5.70293, 5.68821], [0.01829, -7.03317, 5.19417], [0.59979, -7.96401, 6.23777], [2.25300, -5.21281, 5.33624], [0.60625, -7.02883, 4.27549], [-0.98858, -7.34827, 4.92569], [1.60510, -7.66112, 6.53131], [0.64931, -8.98147, 5.84863], [-0.02639, -7.96283, 7.12963], [2.77452, -5.43062, 6.26861], [2.73603, -4.36782, 4.85038], [2.32129, -6.08131, 4.68652], [-0.26158, -2.11413, -7.88015], [0.76557, -1.52198, -7.70353], [0.70463, -0.19660, -7.45484], [1.84524, 0.56725, -7.04853], [2.66597, 1.04623, -8.22714], [2.11056, -2.20568, -7.79684], [2.44496, 0.00631, -6.33033], [1.42096, 1.41630, -6.51485], [3.09303, 0.21334, -8.78578], [3.48278, 1.68062, -7.88221], [2.04097, 1.62360, -8.90781], [2.41301, -2.22122, -8.84364], [1.98505, -3.23075, -7.45952], [2.89756, -1.73869, -7.21131], [-5.36717, -1.88427, -2.21220], [-5.65017, -0.93830, -2.89102], [-6.68595, -0.16177, -2.50263], [-7.01421, 1.06849, -3.15270], [-7.90024, 0.86022, -4.36291], [-4.92928, -0.62600, -4.18260], [-6.10960, 1.62567, -3.39976], [-7.54286, 1.64011, -2.39156], [-7.39595, 0.27987, -5.13559], [-8.18567, 1.82192, -4.79024], [-8.80467, 0.32469, -4.07549], [-5.38822, -1.21013, -4.97992], [-3.89926, -0.94928, -4.07566], [-4.94033, 0.42212, -4.46865]],
  "lowdin_charge": [-0.040, -0.263, -0.164, -0.215, -0.093, -0.383, -0.110, -0.107, -0.166, 0.043, -0.273, 0.123, 0.106, -0.076, -0.437, 0.001, -0.039, -0.130, -0.009, -0.432, -0.009, -0.010, -0.075, 0.084, 0.059, 0.061, 0.107, 0.107, 0.125, 0.113, 0.106, 0.122, 0.115, 0.093, 0.117, 0.122, 0.113, 0.124, 0.083, 0.087, 0.057, 0.089, 0.088, 0.087, 0.084, 0.082, 0.072, 0.081, 0.083, 0.064, 0.126, 0.110, 0.102, -0.528, -0.002, -0.238, -0.061, 0.018, 0.109, 0.122, 0.066, 0.082, 0.084, 0.074, 0.093, 0.072, 0.095, -0.510, -0.006, -0.229, -0.056, 0.023, 0.112, 0.124, 0.071, 0.083, 0.074, 0.098, 0.090, 0.072, 0.107, -0.531, -0.002, -0.241, -0.065, 0.016, 0.111, 0.124, 0.067, 0.080, 0.083, 0.095, 0.064, 0.071, 0.104, -0.538, -0.010, -0.248, -0.062, 0.015, 0.111, 0.121, 0.069, 0.082, 0.085, 0.095, 0.092, 0.069, 0.106, -0.525, -0.003, -0.242, -0.064, 0.022, 0.109, 0.122, 0.068, 0.081, 0.083, 0.098, 0.074, 0.070],
  "e_lumo_ev": [0.421, -0.155],
  "multiplicity": 2,
  "gap_ev": [8.90, 7.24],
  "largest_force_ev_per_a": 0.66,
  "homo_ev": [-8.48, -7.39],
  "molar_mass_g_mol": 776.95
}



{
  "formula": "C6H6N",
  "method": "ωB97M-V with the def2-TZVPD basis set",
  "elements": ["C", "C", "C", "C", "C", "C", "N", "H", "H", "H", "H", "H", "H"],
  "coordinates": [[0.25215, 0.04449, 1.12847], [0.22444, 0.17866, -0.28419], [-0.40002, -1.23462, 1.39047], [1.00037, 2.62302, -0.87130], [-0.52704, -0.92691, -0.88207], [0.57464, 1.42801, -0.76164], [-0.88124, -1.71323, 0.10237], [0.48623, -1.85534, 1.53968], [-1.11524, -1.17414, 2.17423], [0.30834, 3.35963, -0.68861], [2.00520, 3.01584, -0.94095], [-0.47719, -1.15140, -2.01216], [-1.45064, -2.59401, 0.10572]],
  "lowdin_charge": [0.211, -0.222, -0.147, 0.079, 0.081, 0.032, 0.096, 0.157, 0.136, 0.064, 0.100, 0.199, 0.213],
  "e_lumo_ev": [-5.417, -5.926],
  "multiplicity": 3,
  "total_charge": 1,
  "gap_ev": [6.55, 8.81],
  "largest_force_ev_per_a": 3.29,
  "homo_ev": [-11.96, -14.73],
  "molar_mass_g_mol": 92.12,
  "de_lowest_kcal_mol": 1.62
}